The ion C5H11O with charge +1 in a non-equilibrium geometry. Source: the OMol25 dataset; level of theory: ωB97M-V with the def2-TZVPD basis set.

Each line ends with the natural charge from an NBO analysis.
Positions of all 17 atoms, in Å:
C  -0.9851  1.5574  -0.7646  0.25
C  -0.7282  -0.0665  1.1107  -0.51
C  1.6537  -0.3852  0.6078  -0.60
C  -0.1351  -0.5940  -1.2744  -0.12
C  0.2307  -0.8912  0.2937  -0.22
O  -0.0900  0.9625  -1.3643  -0.37
H  -0.8074  2.6689  -0.5659  0.25
H  -2.0429  1.1322  -0.5845  0.23
H  -0.6729  0.9757  0.6845  0.16
H  -1.6785  -0.5899  0.9715  0.23
H  -0.4946  0.0096  2.1659  0.27
H  1.6583  0.6658  0.3823  0.20
H  2.4098  -0.8283  0.0309  0.23
H  1.8175  -0.6013  1.6208  0.23
H  0.7809  -0.9437  -1.9280  0.25
H  -0.9965  -1.1677  -1.7796  0.26
H  0.0803  -1.9043  0.3932  0.25

Values from the calculation:
- ΔE to the lowest compared entry with this formula, charge and spin: 35.7 kcal per mole
- Molar mass: 87.142 g mol⁻¹
- E_HOMO: -16.366 eV
- Total charge: +1
- Kohn-Sham gap: 0.4030 Eh

A structure of composition C44H44N6P2S2SeTl. Source: the OMol25 dataset; level of theory: ωB97M-V with the def2-TZVPD basis set.

Each line ends with the Löwdin charge.
Positions of all 100 atoms, in Å:
Tl  0.9800  -0.4689  -0.0176  0.48
N  0.2427  -2.6891  0.7853  0.02
C  0.8755  -3.7552  0.0808  -0.25
C  0.2331  -4.9020  -0.2863  0.00
C  0.9257  -5.9175  -0.9806  -0.06
C  2.2490  -5.7818  -1.2815  -0.02
C  2.9353  -4.5948  -0.9310  -0.14
C  4.2998  -4.3623  -1.2234  0.01
C  4.8698  -3.1700  -0.8855  -0.02
C  4.0732  -2.1795  -0.2747  -0.13
N  2.8138  -2.3695  0.0343  0.03
C  2.2398  -3.5652  -0.2689  -0.20
H  0.6963  -2.5427  1.7011  -0.03
H  -0.7527  -2.8554  0.9047  0.09
H  -0.8123  -5.0404  -0.0362  0.12
H  0.3949  -6.8175  -1.2590  0.11
H  2.7863  -6.5704  -1.7921  0.12
H  4.8733  -5.1332  -1.7235  0.13
H  5.9064  -2.9564  -1.1045  0.12
H  4.4842  -1.2014  -0.0517  0.09
N  -1.5709  1.2909  1.2083  -0.39
P  -1.8892  0.7592  -0.3789  0.97
C  -3.3158  -0.3445  -0.0811  -0.34
C  -3.2847  -1.1496  1.0593  -0.11
C  -4.2781  -2.0877  1.2953  -0.07
C  -5.3141  -2.2419  0.3840  -0.07
C  -5.3529  -1.4458  -0.7512  -0.07
C  -4.3623  -0.5021  -0.9845  -0.07
C  -2.5987  2.1975  -1.2244  -0.35
C  -2.8357  2.1001  -2.5931  -0.12
C  -3.4269  3.1506  -3.2759  -0.07
C  -3.7489  4.3232  -2.6085  -0.06
C  -3.4835  4.4410  -1.2515  -0.07
C  -2.9193  3.3798  -0.5590  -0.09
P  -0.1633  0.8363  1.9902  0.90
C  0.7945  2.3085  2.3446  -0.39
C  0.5837  3.4736  1.6145  -0.09
C  1.4069  4.5714  1.8237  -0.06
C  2.4395  4.4969  2.7460  -0.05
C  2.6559  3.3272  3.4667  -0.07
C  1.8375  2.2309  3.2682  -0.11
C  -0.7393  0.2178  3.5894  -0.35
C  -0.8893  1.1202  4.6436  -0.07
C  -1.4341  0.6996  5.8468  -0.05
C  -1.8324  -0.6191  6.0088  -0.05
C  -1.6918  -1.5205  4.9630  -0.06
C  -1.1514  -1.1015  3.7594  -0.16
H  -2.3047  1.6951  1.7808  0.10
H  -2.5002  -1.0158  1.7966  0.05
H  -4.2494  -2.6870  2.1965  0.11
H  -6.0932  -2.9706  0.5632  0.11
H  -6.1647  -1.5513  -1.4586  0.11
H  -4.4228  0.1184  -1.8692  0.10
H  -2.5368  1.2103  -3.1363  0.10
H  -3.6163  3.0602  -4.3375  0.11
H  -4.2013  5.1462  -3.1462  0.11
H  -3.7250  5.3561  -0.7271  0.11
H  -2.7331  3.4848  0.5021  0.09
H  -0.2141  3.5261  0.8830  0.09
H  1.2428  5.4816  1.2623  0.11
H  3.0855  5.3507  2.9015  0.11
H  3.4759  3.2647  4.1685  0.11
H  2.0203  1.3075  3.8074  0.10
H  -0.5696  2.1486  4.5335  0.11
H  -1.5410  1.4049  6.6599  0.11
H  -2.2484  -0.9465  6.9521  0.11
H  -1.9909  -2.5523  5.0885  0.11
H  -1.0350  -1.8176  2.9594  0.07
C  -1.1691  3.6841  -5.8653  -0.05
C  -0.6178  2.6124  -4.9668  -0.28
C  -0.7977  1.2666  -5.2594  -0.02
C  -0.2521  0.2605  -4.4680  -0.31
C  -0.4745  -1.1786  -4.8485  -0.08
C  0.5160  0.6309  -3.3554  -0.52
Se  1.5206  -0.7377  -2.4713  0.79
C  0.6817  1.9820  -3.0142  -0.29
C  1.4534  2.4149  -1.8026  -0.08
C  0.1000  2.9472  -3.8268  -0.01
H  -1.9738  3.3027  -6.4936  0.08
H  -0.3902  4.0681  -6.5266  0.09
H  -1.5490  4.5257  -5.2847  0.08
H  -1.3717  0.9861  -6.1360  0.12
H  -1.1834  -1.2470  -5.6721  0.08
H  -0.8552  -1.7584  -4.0061  0.07
H  0.4557  -1.6541  -5.1642  0.08
H  0.8880  2.2253  -0.8808  0.03
H  1.6530  3.4852  -1.8346  0.09
H  2.3991  1.8823  -1.7041  0.05
H  0.2281  3.9928  -3.5683  0.13
N  3.6018  -3.9611  2.9955  0.10
C  3.5147  -2.6228  3.1261  -0.93
N  4.6225  -1.9192  2.9215  0.12
S  2.0358  -1.8966  3.5275  0.65
H  4.4877  -4.4238  2.8762  0.11
H  2.8166  -4.5104  3.2972  0.09
H  5.4923  -2.3583  2.6679  0.12
H  4.5960  -0.9087  2.8667  0.01
S  5.3567  1.2998  1.8452  0.58
C  3.9169  0.9112  1.2020  -0.96
N  2.8705  0.6466  0.7498  -0.02

Values from the calculation:
- ΔE to the lowest compared entry with this formula, charge and spin: 4.5 kcal per mole
- Molar mass: 1066.303 g mol⁻¹
- E_HOMO: -10.275 eV
- Total charge: +1
- Kohn-Sham gap: 0.2593 Eh

A structure of composition C28H26Cl2N2O11S4Tl in a non-equilibrium geometry. Source: the OMol25 dataset; level of theory: ωB97M-V with the def2-TZVPD basis set.

Each line ends with the Löwdin charge.
Positions of all 74 atoms, in Å:
Tl  -0.0670  0.2601  -2.1703  0.99
O  5.5605  -2.1808  -0.1568  0.03
C  5.6660  -1.1827  -1.0555  -0.28
C  6.9176  -0.9278  -1.6144  -0.03
C  7.0739  0.0556  -2.5731  -0.10
C  5.9936  0.8350  -2.9703  -0.09
C  4.7567  0.6199  -2.3945  0.00
C  4.5721  -0.3929  -1.4517  -0.07
C  3.1971  -0.5667  -0.9202  -0.42
O  2.3583  0.3319  -1.0451  -0.12
N  2.9828  -1.7287  -0.2242  0.05
N  1.7092  -1.9604  -0.0191  -0.06
C  1.1522  -2.6697  0.8628  -0.77
S  -0.6045  -2.5515  0.6855  1.18
C  -0.9631  -3.6852  2.0545  -0.35
C  0.1339  -3.4655  3.0823  -0.51
S  1.7333  -3.6814  2.2367  0.90
H  4.6004  -2.2504  0.0822  0.06
H  7.7608  -1.5166  -1.2774  0.11
H  8.0504  0.2191  -3.0123  0.10
H  6.1171  1.6138  -3.7103  0.10
H  3.8947  1.2168  -2.6669  0.12
H  -0.9541  -4.6980  1.6519  0.10
H  -1.9613  -3.4350  2.4080  0.10
H  0.0899  -4.1760  3.9053  0.08
H  0.0936  -2.4478  3.4682  0.07
O  -4.7478  -0.3561  -0.3912  -0.25
S  -3.4107  -0.8361  -0.5784  0.72
O  -3.2612  -2.0189  0.3395  -0.45
O  -2.2058  0.0713  0.1393  -0.26
C  -3.1785  -1.7789  -2.1386  -0.21
C  -3.1896  -3.1661  -2.0669  -0.05
C  -3.1375  -3.9064  -3.2372  -0.06
C  -3.0767  -3.2733  -4.4708  -0.06
C  -3.0766  -1.8905  -4.5357  -0.03
C  -3.1370  -1.1503  -3.3687  -0.25
S  -3.1602  0.6316  -3.3273  0.45
O  -4.4188  1.0589  -3.8658  -0.27
O  -1.9942  1.0959  -4.0384  -0.36
O  -3.0400  0.7822  -1.8439  -0.46
H  -3.2566  -3.6468  -1.1055  0.10
H  -3.1492  -4.9866  -3.1837  0.10
H  -3.0410  -3.8569  -5.3808  0.11
H  -3.0192  -1.3674  -5.4805  0.13
Cl  -0.4827  2.8993  -0.9161  0.62
C  0.9627  3.8308  -1.4165  -0.94
Cl  2.1932  3.8006  -0.1496  0.60
C  1.6142  3.2981  -2.7752  -0.80
O  2.4303  4.0874  -3.2377  -0.01
O  1.2067  2.1936  -3.1893  -0.18
H  0.6651  4.8679  -1.5310  0.06
C  -0.8805  4.3204  4.8972  -0.05
C  -1.0958  3.1787  3.9421  -0.26
C  -0.0333  2.5327  3.3332  0.00
C  -0.2103  1.4387  2.4895  -0.18
C  1.0127  0.7970  1.8967  -0.04
C  -1.5142  0.9780  2.2703  -0.06
C  -1.8433  -0.2617  1.4781  -0.32
O  -0.7043  -1.1529  1.5050  -0.35
C  -2.6116  1.6579  2.8201  -0.19
C  -4.0350  1.2328  2.5674  -0.02
C  -2.3823  2.7456  3.6489  -0.01
H  0.1275  4.2989  5.3086  0.07
H  -1.5975  4.2777  5.7172  0.07
H  -1.0164  5.2764  4.3876  0.08
H  0.9758  2.8869  3.5087  0.12
H  1.8749  1.4404  2.0463  0.08
H  0.9076  0.6254  0.8283  0.04
H  1.2152  -0.1698  2.3602  0.08
H  -2.6936  -0.7568  1.9469  0.13
H  -4.2364  1.0876  1.5071  0.07
H  -4.7183  1.9904  2.9472  0.08
H  -4.2614  0.2965  3.0858  0.09
H  -3.2327  3.2604  4.0821  0.11

Values from the calculation:
- ΔE to the lowest compared entry with this formula, charge and spin: 76.5 kcal per mole
- Molar mass: 970.076 g mol⁻¹
- E_HOMO: -5.956 eV
- Total charge: -1
- Kohn-Sham gap: 0.2780 Eh

A structure of composition C20H28CuN4O3S2 in a non-equilibrium geometry. Source: the OMol25 dataset; level of theory: ωB97M-V with the def2-TZVPD basis set.

Each line ends with the Mulliken spin population.
Positions of all 58 atoms, in Å:
Cu  -0.2940  -1.5963  -0.2946  0.71
C  -1.6319  -3.0925  3.9438  0.00
N  -0.4546  -2.4368  3.4224  0.00
C  0.4984  -1.9127  4.2203  0.00
C  1.5793  -1.2684  3.7077  0.00
C  1.6839  -1.1549  2.2926  0.01
N  0.7010  -1.6438  1.5382  0.04
C  -0.3634  -2.2665  2.0656  0.00
O  -1.2514  -2.6594  1.2923  0.03
N  2.7293  -0.5930  1.6925  0.00
H  -1.5270  -3.2281  5.0164  0.00
H  -1.7595  -4.0598  3.4579  0.00
H  -2.5131  -2.4841  3.7309  0.00
H  0.3579  -2.0335  5.2850  0.00
H  2.3378  -0.8572  4.3493  0.00
H  3.4995  -0.2178  2.2211  0.00
H  2.7482  -0.5496  0.6854  0.00
C  2.2530  -3.3854  -1.0161  0.00
O  1.5987  -2.1595  -1.3616  0.00
H  3.2141  -3.4656  -1.5310  0.00
H  1.6372  -4.2485  -1.2715  0.00
H  2.4183  -3.3673  0.0575  0.00
H  1.4112  -2.1930  -2.3091  0.00
C  -3.8358  -2.7640  -2.9164  0.01
S  -2.9111  -2.7758  -1.3400  0.00
C  -4.0146  -1.6545  -0.4173  0.00
O  -1.7089  -1.8758  -1.6575  0.05
H  -3.7542  -1.7972  -3.3980  0.00
H  -4.8734  -3.0009  -2.7111  0.00
H  -3.4195  -3.5315  -3.5614  0.00
H  -4.9620  -2.1525  -0.2499  0.00
H  -4.1611  -0.7352  -0.9734  0.00
H  -3.5347  -1.4516  0.5348  0.00
N  -0.2092  0.3646  -0.3874  0.14
S  0.7687  1.0789  -1.4763  0.00
C  -0.2376  2.4597  -2.0901  0.00
C  -1.5449  2.1854  -2.4580  0.00
C  -2.3595  3.2230  -2.8797  0.00
C  -1.8574  4.5134  -2.9531  0.00
C  -0.5344  4.7632  -2.6273  0.00
C  0.2909  3.7340  -2.2012  0.00
C  1.8880  1.9761  -0.3676  0.00
C  3.2511  1.9205  -0.6126  0.00
C  4.1169  2.6068  0.2258  0.00
C  3.6149  3.3302  1.2961  0.00
C  2.2484  3.3767  1.5322  0.00
C  1.3763  2.6931  0.7024  0.00
H  -1.1668  0.6788  -0.4702  -0.01
H  -1.9151  1.1715  -2.4234  0.00
H  -3.3848  3.0226  -3.1461  0.00
H  -2.4938  5.3211  -3.2764  0.00
H  -0.1382  5.7635  -2.6918  0.00
H  1.3220  3.9307  -1.9558  0.00
H  3.6299  1.3641  -1.4533  0.00
H  5.1782  2.5844  0.0348  0.00
H  4.2885  3.8673  1.9445  0.00
H  1.8588  3.9587  2.3529  0.00
H  0.3134  2.7243  0.8757  0.00

Values from the calculation:
- ΔE to the lowest compared entry with this formula, charge and spin: 11.6 kcal per mole
- <S²>: 0.752
- Molar mass: 500.149 g mol⁻¹
- Spin multiplicity: 2
- E_HOMO (alpha / beta): -14.429 / -14.380 eV
- Total charge: +2
- Kohn-Sham gap (alpha / beta): 0.3440 / 0.2804 Eh

A structure of composition C22H37CdClP2 in a non-equilibrium geometry. Source: the OMol25 dataset; level of theory: ωB97M-V with the def2-TZVPD basis set.

Each line ends with the natural charge from an NBO analysis.
Positions of all 63 atoms, in Å:
P  2.1770  1.0942  0.0683  1.53
P  -1.3100  -0.5117  1.3989  0.79
C  0.4100  1.1292  -0.3876  -0.83
C  -0.6054  1.1443  0.7419  -0.72
H  0.3296  0.2870  -1.0987  0.26
H  0.3634  2.0311  -0.9996  0.27
H  -0.1665  1.5520  1.6643  0.21
H  -1.4941  1.7401  0.5211  0.23
C  -2.4762  -1.1778  0.1257  -0.98
H  -2.5597  -2.2691  0.2818  0.25
H  -2.1710  -0.9144  -0.8948  0.25
H  -3.4640  -0.7693  0.3522  0.21
C  -2.6355  0.0191  2.5465  -0.94
H  -3.4901  0.3466  1.9531  0.21
H  -2.3004  0.8510  3.1661  0.23
H  -2.9638  -0.8257  3.1564  0.25
C  3.0730  0.9679  -1.5180  -0.98
H  4.1794  0.9952  -1.4147  0.26
H  2.8189  1.8498  -2.1515  0.25
H  2.7714  0.0627  -2.0817  0.29
C  2.5050  2.8236  0.5709  -0.94
H  1.7066  3.1182  1.2562  0.26
H  2.4077  3.4550  -0.3248  0.26
H  3.4876  3.0553  1.0033  0.26
Cd  0.4293  -1.9720  -0.6494  0.19
C  -2.6862  1.7864  -1.7169  -0.23
C  -2.5017  0.7157  -2.5307  -0.15
C  -2.1214  0.7617  -3.9896  -0.45
C  -1.0609  1.8182  -4.3894  -0.45
C  -0.0053  1.9904  -3.3592  -0.18
C  -0.0544  3.0457  -2.5129  -0.20
C  -1.2543  3.9001  -2.1731  -0.44
C  -2.6596  3.2152  -2.1947  -0.45
C  2.1393  -0.4938  0.9967  -1.09
H  -3.2459  1.6571  -0.7730  0.21
H  -2.9993  -0.2316  -2.2603  0.21
H  -3.0505  0.8475  -4.5875  0.22
H  -1.7260  -0.2335  -4.2621  0.22
H  -0.6192  1.4285  -5.3066  0.23
H  -1.5565  2.7627  -4.6430  0.20
H  0.8893  1.3560  -3.4534  0.21
H  0.8843  3.5030  -2.1618  0.19
H  -1.2301  4.7955  -2.8238  0.22
H  -1.1272  4.3561  -1.1680  0.21
H  -3.2539  3.8591  -1.5218  0.22
H  -3.1083  3.3635  -3.1918  0.21
H  1.4746  -1.4238  1.2748  0.33
H  2.1366  -0.0233  2.0104  0.25
H  3.1158  -0.9343  0.7633  0.26
Cl  -0.3597  -2.2185  3.8685  -0.03
C  0.8586  -3.4377  3.7853  -0.10
C  1.4658  -3.8042  4.9905  -0.22
C  2.4876  -4.7843  4.9748  -0.28
C  2.9347  -5.2673  3.7400  -0.21
C  2.3773  -4.8573  2.5659  -0.24
C  1.2611  -3.9846  2.5172  -0.04
C  0.5273  -3.7644  1.2707  -0.93
H  1.1937  -3.3066  5.9258  0.22
H  3.0063  -5.0200  5.9113  0.21
H  3.7520  -5.9926  3.7197  0.20
H  2.7516  -5.2477  1.6213  0.20
H  0.9220  -4.3589  0.3991  0.20
H  -0.5796  -3.8601  1.3981  0.21

Values from the calculation:
- Molar mass: 511.351 g mol⁻¹
- E_HOMO: -4.969 eV
- Kohn-Sham gap: 0.1719 Eh

An isolated molecule of C4H9NO3 in a non-equilibrium geometry. Source: the OMol25 dataset; level of theory: ωB97M-V with the def2-TZVPD basis set.

Each line ends with the natural charge from an NBO analysis.
Positions of all 17 atoms, in Å:
C  -1.2216  -2.2450  -0.3845  -0.41
N  -1.2876  -0.7809  -0.3034  -0.59
C  0.0422  -0.2168  0.0081  -0.20
C  1.0409  -0.1925  -1.1325  -0.09
O  2.3450  -0.4709  -0.6510  -0.73
C  -0.1589  1.1519  0.6468  0.80
O  -0.8847  1.0352  1.7888  -0.69
O  0.2257  2.2137  0.2380  -0.58
H  -1.3906  -2.6181  0.6192  0.20
H  -0.2283  -2.5475  -0.7004  0.17
H  -1.9913  -2.6071  -1.0484  0.20
H  -1.4629  -0.3857  -1.2221  0.35
H  0.5563  -0.7736  0.8027  0.23
H  1.0801  0.7318  -1.6839  0.19
H  0.7364  -0.9181  -1.9045  0.17
H  2.9143  0.3068  -0.7354  0.48
H  -0.6316  1.7200  2.4215  0.50

Values from the calculation:
- ΔE to the lowest compared entry with this formula, charge and spin: 35.2 kcal per mole
- Molar mass: 119.120 g mol⁻¹
- E_HOMO: -9.365 eV
- SMILES: CN[C@@H](CO)C(=O)O
- Kohn-Sham gap: 0.3720 Eh